Entry 1:
This record from OMol25 describes a structure of composition C40H52BrNO2SeSn. The level of theory is ωB97M-V/def2-TZVPD.

## Properties
Molecular weight, g mol⁻¹: 856.44
Charge: +2
Orbital gap (spin up / spin down), eV: 6.34 / 6.13

Cartesian coordinates (Å):
H: 0.36603 -6.48378 1.45545
C: -0.04637 -5.23548 3.14505
H: -2.81357 4.11922 3.16285
C: 2.62943 4.67082 0.91345
Br: -3.52357 -5.55188 -3.65035
C: 3.17503 2.28782 0.63225
H: 4.57283 4.16612 -0.95185
C: 3.12173 0.24942 -0.72985
H: -3.29457 2.36282 -3.16785
C: 4.30353 3.57282 2.43605
C: 2.30153 -3.91158 2.48155
H: 5.63373 0.26322 -2.03995
H: 1.71573 2.38282 2.22315
H: -1.54697 -0.96148 -2.70135
C: -2.87317 1.38092 -3.35045
H: -5.29317 -5.20708 1.04625
H: 2.82923 -1.41518 -3.71455
C: -1.77747 0.16882 -0.00725
C: -3.12457 4.18482 1.01135
C: 2.05403 -0.27588 0.10345
H: -2.96687 5.73122 2.48895
C: -3.03207 2.17432 -0.49755
C: -2.60057 2.81662 0.67105
C: -2.35277 -4.55508 -1.25855
H: -0.13307 -3.92368 4.84045
H: -5.18937 1.22352 -1.93595
H: -3.10617 6.15122 0.13385
H: -3.29747 1.00982 -4.27925
C: -2.64567 0.91302 -0.89765
C: -4.47567 -5.03648 0.36425
H: -1.69297 5.18202 -0.29265
H: 2.10313 0.12462 -3.25795
H: 2.00123 -5.60538 -0.36565
H: -3.25037 4.87822 -1.06775
C: -3.49277 -5.13558 -1.80185
C: -4.65967 4.13182 1.14135
H: 3.40263 -4.67428 0.21395
H: 5.23193 5.05722 0.40835
H: -1.48427 -4.34438 -1.87715
H: -3.01867 -1.21378 -3.63425
H: 5.74893 3.40462 0.13625
H: -1.27927 2.59112 2.37125
H: 4.44103 1.04012 -3.10185
C: 3.63013 -0.57958 -1.89015
C: 1.55743 0.57362 1.15145
H: 3.04083 5.64962 1.14055
Se: 0.06153 -0.03178 2.24285
H: -3.71737 2.70992 -1.13375
H: 5.09383 2.82982 2.51145
C: 4.89713 4.07662 0.08145
C: -4.71707 0.25642 -2.07515
H: 1.82673 4.47342 1.61745
C: -3.18417 0.38442 -2.21835
C: 2.65363 -5.41378 0.48925
C: 0.67413 -5.61608 2.02205
H: -4.97377 -0.37908 -1.23075
C: -4.58297 -5.38628 -0.97275
H: 3.25713 -3.44918 2.27485
H: 4.44633 1.86472 -1.02945
H: -2.94817 -1.76088 -1.96375
Sn: -0.19437 -2.79748 0.71165
H: 3.38223 -2.50308 -0.88655
C: -1.24877 0.87972 1.13365
H: -1.79917 1.48652 -3.48295
C: -2.63377 -0.97508 -2.64625
C: 4.16943 -1.92118 -1.35885
H: 3.17063 -6.34578 0.72105
C: -2.76857 5.15442 -0.13505
H: -5.12307 -0.18718 -2.97985
C: 2.09853 1.80032 1.39975
H: 1.64693 -1.36078 -2.40455
H: -4.95197 3.44602 1.93265
C: 1.85673 -4.95838 1.67085
H: 4.72183 4.54422 2.68415
H: -5.02217 5.12482 1.39355
O: 1.57033 -1.43358 -0.05845
C: -2.54947 4.74372 2.31275
N: -2.26067 -4.22868 0.02285
C: 3.75903 3.62432 0.99335
O: -1.52937 -1.06538 -0.14915
H: 3.53663 3.33802 3.16805
H: -3.17477 -4.16188 1.85025
H: 5.06213 -0.55628 -3.48075
C: 2.47033 -0.82568 -2.87485
C: 3.63853 1.48992 -0.42465
H: -5.48597 -5.83158 -1.36545
H: 4.96563 -1.74348 -0.63885
C: 1.58073 -3.53338 3.60865
H: -0.92087 -5.79848 3.43825
C: -3.30037 -4.46178 0.81765
H: 1.97533 -2.77288 4.26715
H: 2.21433 4.69462 -0.09165
H: -1.46837 4.84912 2.26035
C: 4.76083 0.09722 -2.66615
H: -5.14077 3.82392 0.21795
H: 4.57933 -2.49708 -2.18425
C: 0.39923 -4.18498 3.93665
C: -1.66247 2.13752 1.47085

Force components x, y, z for each atom (eV/Å):
-0.109 -0.005 -0.137
-0.017 -0.076 -0.085
0.022 -0.060 0.154
0.144 -0.115 -0.105
-0.028 0.090 0.436
0.249 -0.102 -0.227
0.003 0.005 -0.175
0.254 0.059 -0.179
-0.059 0.175 0.020
-0.045 -0.133 -0.225
-0.058 -0.122 0.078
0.131 0.073 0.057
-0.022 0.101 0.052
0.102 -0.077 -0.032
0.065 -0.088 0.229
-0.064 -0.016 0.063
0.040 -0.047 -0.090
0.141 -0.229 0.373
-0.191 0.450 -0.062
-0.308 -0.155 0.189
-0.025 0.072 0.023
0.056 -0.238 -0.168
-0.120 -0.038 -0.168
-0.023 -0.146 -0.476
-0.039 0.049 0.012
-0.085 0.133 0.046
-0.022 0.119 0.003
-0.038 -0.054 -0.089
-0.120 0.277 -0.242
0.117 0.011 0.015
0.132 0.072 -0.058
-0.083 0.066 -0.100
0.111 -0.020 -0.040
-0.046 -0.031 -0.136
0.033 -0.036 -0.153
0.212 -0.123 0.059
0.029 -0.016 -0.077
0.053 0.078 -0.003
-0.110 -0.059 -0.098
-0.049 0.023 -0.113
0.128 -0.109 -0.041
0.020 0.088 0.050
0.012 0.161 -0.061
0.011 -0.316 -0.199
-0.271 0.281 0.556
0.016 0.139 0.028
0.045 0.270 -0.483
-0.079 0.053 -0.065
0.106 -0.061 0.077
-0.172 -0.130 0.021
0.254 -0.028 -0.023
-0.110 -0.022 0.115
-0.381 -0.109 -0.208
0.027 -0.054 -0.100
0.160 -0.041 0.105
-0.074 -0.096 0.080
0.313 0.118 -0.191
0.016 0.115 -0.102
0.073 0.059 -0.042
0.035 -0.080 -0.016
0.064 0.912 0.359
0.086 -0.040 -0.009
0.191 0.037 0.573
0.142 0.039 -0.056
-0.013 -0.030 0.124
-0.137 0.068 0.041
0.013 -0.019 -0.039
0.064 -0.188 0.148
-0.075 -0.059 -0.104
-0.431 -0.671 0.302
0.014 0.012 -0.056
-0.106 -0.060 0.095
-0.068 0.003 0.118
0.038 0.094 0.059
-0.059 0.080 0.025
-0.130 -0.038 -0.176
-0.060 -0.149 -0.158
0.067 0.290 0.018
0.026 0.410 0.192
0.152 -0.265 -0.161
-0.119 -0.026 0.099
-0.116 -0.061 0.106
0.022 -0.039 -0.063
-0.015 0.024 0.178
-0.006 -0.077 -0.056
-0.004 -0.023 -0.021
0.116 -0.054 0.082
0.059 0.039 -0.045
-0.102 0.002 -0.022
-0.175 0.031 0.236
-0.013 0.122 0.001
-0.089 0.087 -0.109
0.160 0.020 0.044
-0.160 -0.004 0.172
-0.062 -0.050 -0.118
0.061 -0.049 -0.094
-0.071 0.097 0.029
0.374 -0.568 0.215

Atom charges from the Mulliken analysis, given in e for atoms 1 to 4:
1. H 0.457
2. C -0.523
3. H 0.420
4. C -1.712

---

Entry 2:
This record from OMol25 describes a structure of composition C40H52N8O3PRuSi. The level of theory is ωB97M-V/def2-TZVPD.

## Properties
Energy relative to the best compared isomer or geometry (same formula, charge and spin), kcal per mole: 45.28
Molecular weight, g mol⁻¹: 853.04
Charge: 0
⟨S²⟩: 0.794
Multiplicity: 2
Orbital gap (spin up / spin down), eV: 6.35 / 6.47

Cartesian coordinates (Å):
C: -5.40965 2.35968 -0.89586
C: 1.00225 5.97398 -1.12616
H: -2.13755 3.20728 -3.53746
C: -0.75845 -8.31632 0.01164
H: 0.97525 6.36958 -2.13036
Si: -1.61045 0.67508 2.67644
H: 0.27755 2.12958 3.54824
C: 1.04715 2.61878 0.54824
H: -3.59955 0.04178 -0.73546
C: 1.07145 6.83528 -0.04296
C: 4.17135 -0.37522 -0.78966
H: -3.37305 4.05368 -2.56466
H: -2.68285 0.41398 -3.03196
C: -2.81315 4.78258 1.47664
H: -1.25455 2.69858 4.18194
N: 3.08895 -6.15672 0.66964
H: -1.56505 -1.46432 4.09804
H: -1.65045 4.43418 -2.33646
C: -2.14475 -2.63342 -4.39916
C: -0.76155 2.31378 3.29374
H: 2.30825 -4.26912 -1.81626
N: 0.09945 1.93208 0.06124
N: 2.22155 -5.56972 -0.19316
H: 1.17485 4.55278 2.44774
H: -3.83435 5.12378 1.30194
C: 0.42225 -8.45282 0.70654
N: -0.00075 -1.73222 0.03324
C: 2.17715 2.02838 1.25984
H: -6.24525 2.97678 -1.22846
H: 5.23355 2.75338 2.54694
C: 1.12625 4.95668 1.44614
C: 4.34915 2.17948 2.29754
C: 4.38855 1.88688 -1.75676
C: 1.10035 -3.31412 1.15194
O: -2.24065 2.58848 -1.61106
H: -5.74555 1.70638 -0.08736
H: -4.07095 0.05088 2.92914
H: -2.36865 -3.39072 -1.11196
H: -1.22255 -0.04132 5.06094
H: -0.38135 -2.00492 2.10884
C: -2.57615 -1.40332 -1.90036
H: 0.49965 -2.97772 -2.82946
C: 1.05445 4.09138 0.35934
C: 1.12005 6.32368 1.24324
H: 3.46405 -3.98042 -0.46996
C: -3.49035 0.94798 3.11954
H: -2.33035 -0.65792 -5.21506
N: 2.60485 -7.24972 1.09634
C: 2.29375 0.76418 -1.72326
H: -1.51925 -9.07692 0.11324
H: 0.32865 -1.24662 -2.51856
N: 1.48885 -3.33422 -0.16246
O: -2.30505 4.13498 0.32424
P: -2.86185 2.68638 -0.13356
C: 1.09685 -6.33662 -0.29206
H: 1.17005 6.99118 2.09244
C: -2.33475 -1.25782 -4.31486
H: -3.92225 1.76028 2.53784
N: 1.16445 0.77238 -1.94826
C: -1.03105 -0.51992 4.10594
H: 3.02935 -0.90872 2.73444
H: 5.06335 0.41208 3.26474
Ru: -1.24765 0.53468 0.25064
H: -0.29295 -5.35082 -1.62066
C: -1.01175 -7.22162 -0.82186
C: 0.90055 -2.13442 -2.26566
H: 0.03375 -0.72432 4.05004
H: 4.65465 2.34378 -0.79456
H: 3.81125 2.59978 -2.34436
C: 1.37015 -7.43912 0.55374
H: -2.01425 -3.11602 -5.35706
H: 1.50265 -3.99322 1.87424
C: -2.88845 -0.78642 -0.64766
H: -3.15915 -1.49032 0.14484
H: 1.93875 -1.97772 -2.55456
H: -2.80155 4.12108 2.34234
C: -2.34895 -2.79162 -2.01026
C: 3.32685 2.76288 1.57704
H: 3.38655 -1.04902 -0.45016
H: 3.41995 3.78798 1.24804
H: 1.19745 0.13488 1.41574
H: 0.93435 3.92028 -1.76296
H: 5.30795 1.63748 -2.29296
H: -5.06225 1.74508 -1.73066
H: -3.59225 1.19448 4.17274
C: 2.09275 0.69268 1.68054
O: -4.40805 3.24358 -0.44656
C: -2.36145 3.64028 -2.56286
H: 1.09325 7.90328 -0.20046
H: -0.78075 3.07958 2.52594
C: -2.54405 -0.65552 -3.09646
C: 0.98715 4.60658 -0.92956
H: 0.61755 -9.29742 1.34514
C: 2.43615 -4.26632 -0.72676
H: 4.68695 0.02878 0.08524
C: -2.14375 -3.38932 -3.23376
H: 4.88865 -0.93652 -1.39746
C: 3.11475 0.11798 2.40374
N: 3.59355 0.69808 -1.56516
C: 0.17615 -2.32432 1.25294
H: -1.95385 -7.17102 -1.34606
H: -2.00715 -4.46212 -3.29126
C: -0.09205 -6.20372 -0.98986
C: 4.24945 0.85858 2.71424
H: -2.16575 5.63858 1.66604
C: 0.78345 -2.36632 -0.80836

Force components x, y, z for each atom (eV/Å):
-0.408 -0.393 -0.110
0.006 0.108 -0.131
-0.001 0.036 0.056
0.036 -0.346 0.211
-0.026 0.085 -0.118
0.054 1.180 0.506
0.261 -0.075 0.012
-1.184 0.106 -0.935
-0.333 -0.577 -0.062
-0.034 0.130 -0.028
0.255 -0.282 0.087
0.081 -0.035 -0.021
-0.050 0.151 -0.014
-0.189 0.258 0.259
-0.176 0.015 0.227
0.441 0.501 -0.037
-0.095 -0.280 0.023
0.023 -0.019 0.025
0.044 -0.024 -0.075
-0.373 -0.635 -0.447
0.076 0.003 0.251
-0.144 0.452 2.502
-0.486 -0.718 0.051
0.029 -0.032 0.080
0.010 0.022 -0.014
0.107 0.155 -0.043
-0.409 1.286 0.225
0.496 -0.646 1.080
0.035 -0.096 0.011
-0.004 0.009 -0.032
-0.117 -0.154 -0.062
0.311 -0.268 0.172
0.206 0.379 -0.009
-0.158 0.136 0.462
-0.498 -0.016 0.150
-0.023 -0.028 -0.048
-0.175 -0.175 -0.089
-0.020 -0.098 0.174
-0.129 0.266 0.081
-0.020 0.027 0.208
0.241 -0.550 -1.117
-0.005 -0.054 -0.010
0.265 0.108 -0.535
0.021 0.134 0.072
-0.185 -0.115 -0.117
0.843 -0.250 -0.523
0.009 0.026 -0.061
0.498 -0.228 0.412
-0.210 -0.184 -0.388
-0.030 -0.043 -0.011
0.010 -0.104 -0.099
-0.316 0.214 0.062
0.097 -0.714 -0.268
0.670 0.572 -0.866
0.409 -0.647 0.557
-0.005 0.058 0.040
0.082 -0.280 -0.282
-0.061 0.080 -0.086
-0.360 0.027 -0.419
-0.166 0.092 -1.175
0.006 -0.083 0.003
0.045 -0.077 0.127
-0.609 -1.642 -1.155
-0.074 0.086 -0.083
0.150 0.415 -0.174
-0.105 0.017 -0.087
0.245 -0.054 -0.018
-0.060 -0.035 -0.106
0.125 0.023 0.024
-0.805 0.753 -0.916
0.044 0.010 -0.079
0.071 -0.168 0.171
0.111 1.594 2.096
-0.196 0.134 -0.146
0.068 0.074 -0.097
0.039 -0.028 0.088
-0.085 0.546 0.197
-0.334 -0.126 -0.267
0.006 0.019 0.035
-0.027 0.050 0.029
0.183 0.072 0.123
-0.038 -0.086 -0.081
-0.063 0.015 -0.007
-0.020 0.006 -0.015
0.097 0.035 0.225
-0.108 0.306 -0.219
1.345 -0.445 0.768
-0.064 0.215 -0.240
-0.018 0.101 -0.021
-0.010 0.162 -0.121
0.065 -0.125 0.611
-0.005 0.039 0.170
0.005 -0.132 0.101
0.404 0.254 -0.240
-0.075 -0.056 -0.002
-0.037 -0.043 -0.276
-0.008 0.021 0.032
0.169 -0.053 0.149
0.483 0.004 0.102
0.219 -0.340 0.201
-0.097 0.028 -0.035
0.012 -0.087 -0.020
-0.359 -0.081 -0.131
0.032 0.094 -0.002
-0.026 -0.083 0.016
0.076 0.120 -0.496

Atom charges from the Mulliken analysis, given in e for atoms 1 to 4:
1. C -0.724
2. C -0.824
3. H 0.208
4. C -0.613